[1]
{
  "formula": "C2H2ClO3P",
  "method": "ωB97M-V/def2-TZVPD",
  "homo_ev": [1.1, 1.6],
  "total_charge": -2,
  "homo_lumo_gap_ha": [0.1861, 0.1624],
  "elements": ["C", "C", "O", "O", "O", "P", "Cl", "H", "H"],
  "positions_angstrom": [[-0.97, 2.74, 0.50], [0.67, -0.21, -0.24], [0.42, -1.99, 1.91], [1.56, -1.37, -0.27], [-0.57, -2.82, -0.33], [0.07, -1.75, 0.52], [0.01, 0.08, -1.93], [-1.28, 2.95, -0.61], [0.10, 2.36, 0.45]]
}

---

[2]
{
  "formula": "H10O5",
  "method": "ωB97M-V/def2-TZVPD",
  "homo_ev": -11.0,
  "total_charge": 0,
  "homo_lumo_gap_ha": 0.4201,
  "elements": ["O", "H", "H", "O", "H", "H", "O", "H", "H", "O", "H", "H", "O", "H", "H"],
  "positions_angstrom": [[2.52, 1.32, 0.22], [1.74, 0.65, 0.29], [2.89, 1.16, 1.17], [-1.52, -1.64, -1.10], [-0.94, -1.08, -0.61], [-0.80, -2.05, -1.68], [0.08, 0.17, 0.19], [-0.47, 0.51, 0.89], [0.09, 0.81, -0.56], [-0.40, -3.05, 2.70], [-0.92, -3.81, 3.02], [-0.95, -2.46, 2.09], [-0.66, 2.97, -2.02], [-0.59, 2.91, -2.93], [-0.07, 3.61, -1.67]]
}

---

[3]
{
  "formula": "C26H60Cl2O12",
  "method": "ωB97M-V/def2-TZVPD",
  "homo_ev": [-10.8, -10.8],
  "multiplicity": 2,
  "total_charge": 1,
  "homo_lumo_gap_ha": [0.3228, 0.1014],
  "elements": ["Cl", "C", "C", "Cl", "H", "H", "H", "H", "C", "O", "C", "C", "O", "C", "C", "O", "C", "H", "H", "H", "H", "H", "H", "H", "H", "H", "H", "H", "H", "H", "H", "C", "O", "C", "C", "O", "C", "C", "O", "C", "H", "H", "H", "H", "H", "H", "H", "H", "H", "H", "H", "H", "H", "H", "C", "O", "C", "C", "O", "C", "C", "O", "C", "H", "H", "H", "H", "H", "H", "H", "H", "H", "H", "H", "H", "H", "H", "C", "O", "C", "C", "O", "C", "C", "O", "C", "H", "H", "H", "H", "H", "H", "H", "H", "H", "H", "H", "H", "H", "H"],
  "positions_angstrom": [[1.50, 1.86, 3.35], [0.12, 1.23, 2.37], [-0.52, 0.03, 2.96], [-1.63, -0.43, 1.71], [0.59, 0.93, 1.43], [-0.55, 2.09, 2.30], [-1.05, 0.38, 3.84], [0.09, -0.80, 3.32], [5.45, -2.47, -3.73], [5.65, -1.84, -2.51], [6.79, -0.98, -2.44], [6.63, -0.06, -1.26], [5.41, 0.64, -1.39], [5.42, 2.01, -0.90], [4.14, 2.48, -0.33], [3.36, 2.85, -1.41], [2.16, 3.46, -0.97], [6.36, -3.00, -4.00], [5.30, -1.74, -4.53], [4.64, -3.19, -3.60], [6.76, -0.41, -3.37], [7.81, -1.37, -2.40], [7.56, 0.49, -1.26], [6.58, -0.58, -0.30], [5.69, 2.81, -1.59], [6.15, 2.08, -0.09], [4.43, 3.27, 0.36], [3.74, 1.59, 0.16], [1.47, 3.19, -1.77], [2.16, 4.55, -0.89], [1.83, 3.13, 0.02], [-2.20, 2.09, -1.00], [-1.54, 3.09, -0.14], [-2.28, 3.69, 0.84], [-3.08, 4.89, 0.25], [-4.03, 4.57, -0.78], [-4.70, 5.70, -1.45], [-5.49, 5.28, -2.73], [-5.82, 6.47, -3.44], [-6.69, 6.29, -4.52], [-3.10, 2.41, -1.53], [-2.42, 1.14, -0.50], [-1.48, 1.85, -1.78], [-1.66, 3.94, 1.71], [-2.95, 2.92, 1.22], [-2.35, 5.53, -0.24], [-3.40, 5.49, 1.10], [-3.89, 6.38, -1.69], [-5.36, 6.17, -0.72], [-6.35, 4.80, -2.26], [-4.80, 4.57, -3.18], [-7.00, 7.21, -5.01], [-7.62, 5.74, -4.40], [-6.22, 5.74, -5.34], [0.15, -3.04, -0.59], [1.42, -2.45, -0.14], [1.66, -1.13, -0.60], [2.41, -1.02, -1.94], [1.98, 0.09, -2.74], [2.71, 0.57, -3.76], [2.23, 1.73, -4.53], [1.12, 1.38, -5.44], [-0.12, 1.35, -4.82], [-0.13, -3.83, 0.11], [0.29, -3.30, -1.64], [-0.63, -2.28, -0.53], [2.20, -0.62, 0.19], [0.74, -0.54, -0.67], [2.27, -1.94, -2.50], [3.45, -0.94, -1.62], [2.66, -0.25, -4.48], [3.73, 0.56, -3.36], [3.04, 2.04, -5.20], [2.10, 2.44, -3.72], [-0.79, 1.40, -5.68], [-0.35, 2.14, -4.11], [-0.32, 0.36, -4.40], [-6.24, -4.34, 5.18], [-5.17, -5.34, 5.13], [-4.10, -5.08, 6.07], [-2.93, -6.03, 5.66], [-2.29, -5.61, 4.52], [-1.15, -6.35, 4.20], [0.06, -6.10, 5.08], [0.42, -4.69, 5.02], [1.03, -4.13, 3.92], [-6.68, -4.40, 6.18], [-6.87, -4.51, 4.31], [-5.76, -3.36, 5.21], [-4.51, -5.21, 7.07], [-3.73, -4.06, 5.96], [-3.28, -7.04, 5.45], [-2.22, -6.07, 6.48], [-0.91, -6.19, 3.14], [-1.42, -7.40, 4.11], [0.85, -6.82, 4.86], [-0.12, -6.19, 6.15], [0.42, -4.39, 3.05], [2.04, -4.51, 3.77], [1.16, -3.09, 4.19]]
}

---

[4]
{
  "formula": "C44H62CdN6S3",
  "method": "ωB97M-V/def2-TZVPD",
  "homo_ev": -0.3,
  "total_charge": -2,
  "homo_lumo_gap_ha": 0.1360,
  "elements": ["Cd", "N", "C", "C", "C", "C", "N", "H", "H", "H", "H", "H", "H", "H", "H", "H", "H", "H", "H", "C", "C", "C", "C", "C", "C", "C", "C", "C", "C", "C", "C", "N", "C", "C", "N", "C", "C", "C", "C", "C", "C", "C", "C", "C", "C", "C", "C", "H", "H", "H", "H", "H", "H", "H", "H", "H", "H", "H", "H", "H", "H", "H", "H", "H", "H", "H", "H", "H", "H", "H", "H", "H", "H", "H", "H", "H", "H", "H", "H", "H", "H", "H", "H", "C", "C", "S", "C", "C", "S", "H", "H", "H", "H", "H", "H", "S", "C", "C", "C", "N", "C", "C", "C", "C", "C", "N", "C", "C", "H", "H", "H", "H", "H", "H", "H", "H"],
  "positions_angstrom": [[-1.41, 0.63, -1.12], [-1.71, 2.39, 2.66], [-0.98, 2.77, 3.87], [0.27, 1.93, 4.11], [0.04, 0.40, 4.16], [0.77, -0.37, 3.05], [0.13, -0.33, 1.74], [-1.92, 3.17, 2.05], [-1.19, 1.71, 2.11], [-1.64, 2.64, 4.74], [-0.69, 3.83, 3.85], [0.70, 2.26, 5.06], [1.00, 2.15, 3.32], [-1.03, 0.17, 4.10], [0.40, 0.01, 5.11], [0.93, -1.40, 3.39], [1.77, 0.08, 2.95], [-0.57, -1.06, 1.65], [0.80, -0.48, 0.99], [2.44, -3.78, -1.51], [2.29, -2.34, -1.00], [3.13, -2.15, 0.28], [2.66, -1.32, -2.07], [3.99, -1.27, -2.47], [4.44, -0.29, -3.34], [3.53, 0.64, -3.81], [2.18, 0.62, -3.46], [1.32, 1.69, -4.14], [0.17, 1.10, -4.95], [0.85, 2.75, -3.15], [1.69, -0.39, -2.57], [0.38, -0.48, -2.14], [-0.31, -1.66, -2.44], [-1.37, -2.19, -1.80], [-1.99, -1.74, -0.62], [-2.83, -2.67, -0.04], [-2.51, -4.08, -0.09], [-3.48, -5.05, 0.16], [-4.76, -4.71, 0.56], [-4.99, -3.37, 0.85], [-4.07, -2.36, 0.63], [-4.43, -1.01, 1.22], [-4.69, 0.14, 0.24], [-3.39, -0.62, 2.27], [-1.07, -4.57, -0.19], [-0.87, -5.66, -1.25], [-0.60, -5.08, 1.19], [2.24, -4.49, -0.70], [3.45, -3.96, -1.89], [1.73, -3.97, -2.31], [1.25, -2.19, -0.73], [4.19, -2.35, 0.10], [2.78, -2.82, 1.06], [3.04, -1.12, 0.65], [4.69, -2.00, -2.08], [5.49, -0.25, -3.64], [3.87, 1.41, -4.50], [1.99, 2.19, -4.85], [-0.56, 0.59, -4.31], [0.55, 0.38, -5.68], [-0.36, 1.89, -5.49], [0.26, 2.30, -2.36], [0.22, 3.50, -3.64], [1.71, 3.25, -2.69], [0.00, -2.21, -3.34], [-1.81, -3.06, -2.30], [-3.22, -6.10, 0.08], [-5.53, -5.46, 0.70], [-5.95, -3.09, 1.29], [-5.37, -1.18, 1.76], [-3.77, 0.59, -0.10], [-5.28, 0.92, 0.73], [-5.23, -0.21, -0.64], [-2.44, -0.42, 1.78], [-3.68, 0.29, 2.81], [-3.25, -1.43, 2.99], [-0.43, -3.73, -0.46], [-1.52, -6.52, -1.06], [0.16, -6.02, -1.24], [-1.09, -5.27, -2.24], [-1.16, -5.98, 1.48], [-0.77, -4.31, 1.95], [0.47, -5.33, 1.17], [-4.50, 2.51, -4.29], [-3.58, 2.19, -3.12], [-3.10, 0.50, -3.02], [-3.20, 3.18, -2.30], [-3.69, 4.60, -2.56], [-2.14, 3.06, -0.88], [-4.70, 1.60, -4.86], [-4.04, 3.24, -4.97], [-5.45, 2.93, -3.95], [-4.77, 4.64, -2.73], [-3.20, 5.03, -3.45], [-3.45, 5.25, -1.71], [4.75, 4.27, 1.75], [3.35, 3.43, 1.03], [2.10, 4.02, 1.03], [1.02, 3.28, 0.57], [1.14, 2.03, 0.13], [2.35, 1.50, 0.07], [3.49, 2.15, 0.52], [4.83, 3.31, 3.25], [5.84, 2.38, 3.45], [5.84, 1.64, 4.63], [4.93, 1.76, 5.58], [3.95, 2.64, 5.37], [3.86, 3.44, 4.23], [1.96, 5.03, 1.39], [0.01, 3.69, 0.56], [2.42, 0.50, -0.36], [4.46, 1.67, 0.48], [6.61, 2.24, 2.70], [6.62, 0.91, 4.81], [3.21, 2.72, 6.15], [3.04, 4.13, 4.10]]
}

---

[5]
{
  "formula": "C2H3FS3",
  "method": "ωB97M-V/def2-TZVPD",
  "homo_ev": [-8.6, -8.6],
  "total_charge": 0,
  "homo_lumo_gap_ha": [0.2654, 0.2657],
  "elements": ["C", "C", "F", "S", "S", "S", "H", "H", "H"],
  "positions_angstrom": [[-0.58, 0.00, 1.46], [0.20, -0.33, -1.75], [1.53, -0.27, -1.32], [-1.25, -1.32, 1.92], [0.38, 1.29, 1.85], [-0.87, 0.89, -0.95], [0.13, -0.07, -2.87], [-0.01, -1.39, -1.71], [0.48, 1.21, 3.35]]
}

---

[6]
{
  "formula": "C21H13Cl3F3N7",
  "method": "ωB97M-V/def2-TZVPD",
  "homo_ev": -8.9,
  "total_charge": 0,
  "homo_lumo_gap_ha": 0.3112,
  "elements": ["C", "C", "N", "C", "C", "C", "C", "F", "F", "F", "N", "N", "C", "C", "C", "C", "C", "Cl", "C", "Cl", "C", "C", "C", "N", "C", "N", "N", "C", "C", "C", "C", "C", "Cl", "N", "H", "H", "H", "H", "H", "H", "H", "H", "H", "H", "H", "H", "H"],
  "positions_angstrom": [[-3.41, -0.30, 0.08], [-2.07, -0.23, 0.80], [-1.87, -1.15, 1.78], [-0.62, -1.10, 2.34], [-0.23, -1.87, 3.39], [1.31, -1.78, 3.41], [2.17, -2.56, 4.36], [2.94, -3.43, 3.68], [2.93, -1.70, 5.08], [1.32, -3.23, 5.13], [1.62, -0.85, 2.48], [0.50, -0.44, 1.80], [0.51, 0.34, 0.56], [1.39, 1.57, 0.55], [1.91, 2.10, -0.68], [2.55, 3.37, -0.63], [2.89, 3.95, 0.65], [3.86, 5.43, 0.71], [2.17, 3.43, 1.80], [2.40, 4.14, 3.45], [1.48, 2.27, 1.77], [-0.95, 0.73, 0.30], [-1.23, 1.06, -1.19], [-1.41, 2.32, -1.41], [-1.88, 2.46, -2.68], [-1.92, 1.30, -3.31], [-1.46, 0.35, -2.40], [-0.98, -0.85, -2.78], [-1.19, -1.37, -4.12], [-0.72, -2.65, -4.36], [-0.24, -3.45, -3.30], [-0.26, -2.83, -2.03], [0.13, -3.82, -0.68], [-0.56, -1.59, -1.82], [-3.24, -0.74, -0.92], [-3.70, 0.66, -0.15], [-4.20, -0.74, 0.64], [-0.77, -2.49, 4.06], [0.89, -0.41, -0.16], [1.63, 1.73, -1.66], [3.01, 3.73, -1.52], [1.05, 1.88, 2.68], [-1.19, 1.63, 0.95], [-2.18, 3.47, -3.11], [-1.65, -0.74, -4.79], [-0.83, -3.10, -5.34], [0.11, -4.48, -3.40]]
}

---

Listing DFT total energy for the structures above in their given order: -1104.483001 -382.165807 -2849.212252 -3404.692911 -1372.324198 -2871.454418 Ha.